Below is the ion C7H5F6N4O4 with charge +1 at a distorted geometry, with properties calculated with ωB97M-V/def2-TZVPD.

```
! RIJCOSX wB97M-V def2-TZVPD def2/J DEFGRID3
* xyz 1 1
N -0.39197 3.59241 2.27544
C -0.99463 2.71605 1.46087
N -1.98908 2.92896 0.64306
C -2.24623 1.77581 0.05367
O -3.19411 1.55352 -0.82232
N -1.44952 0.82065 0.53717
C -1.35396 -0.62962 0.22763
O -2.00668 -1.43553 0.81641
C -0.39499 -0.92079 -0.94508
F -1.12444 -0.86399 -2.04733
F 0.50344 0.07792 -0.98175
C 0.35884 -2.25967 -0.81189
F -0.38922 -3.19156 -1.40288
F 0.48395 -2.58531 0.46667
C 1.73649 -2.21533 -1.52101
F 1.58070 -1.64226 -2.70453
F 2.11236 -3.47944 -1.70562
C 2.87911 -1.51652 -0.75108
O 3.92297 -1.31203 -1.33096
O 2.62810 -1.11089 0.53207
N -0.60373 1.41549 1.40327
H -0.15551 4.52285 1.99495
H -0.16945 3.33626 3.21787
H -2.84128 1.23325 -1.66224
H 2.95801 -1.75973 1.16164
H 0.14084 0.94949 1.89595
*
```

The HOMO-LUMO gap is 9.54 eV. For the HOMO energy, the calculation gives -0.531 hartree. The value obtained for the LUMO energy is -4.9 eV. Its SMILES is Nc1nc(O)n(C(=O)C(F)(F)C(F)(F)C(F)(F)C(=O)O)[nH+]1. Its energy is -1388.64327 Ha.